# C51H56BrGeN2O7Pb

C51H56BrGeN2O7Pb as an isolated structure at a distorted geometry (ωB97M-V/def2-TZVPD, the Open Molecules 2025 dataset).

Geometry (Å):
Pb1 -0.141 0.154 -0.297
O1 -2.676 -3.426 -3.407
C1 -2.114 -2.339 -2.885
O2 -2.144 -2.072 -1.711
C2 -1.460 -1.474 -3.918
C3 -1.518 -1.783 -5.272
C4 -0.911 -0.919 -6.163
C5 -0.281 0.213 -5.674
C6 -0.273 0.437 -4.301
N1 -0.849 -0.397 -3.447
C7 0.383 1.643 -3.660
O3 0.776 2.627 -4.466
O4 0.570 1.755 -2.477
H1 -3.102 -3.937 -2.706
H2 -2.034 -2.671 -5.608
H3 -0.928 -1.118 -7.225
H4 0.205 0.882 -6.372
H5 0.553 2.496 -5.392
C8 -0.424 -0.057 3.093
N2 -0.392 -1.077 2.033
C9 -1.648 -1.841 2.053
C10 0.751 -1.989 2.301
C11 1.183 -2.833 1.120
C12 0.778 -4.170 1.101
C13 1.124 -5.048 0.090
C14 1.897 -4.596 -0.968
C15 2.321 -3.281 -0.978
C16 1.992 -2.412 0.058
H6 -0.469 -0.527 4.083
H7 -1.298 0.583 2.963
H8 0.470 0.560 3.031
H9 -1.806 -2.293 3.040
H10 -1.614 -2.623 1.298
H11 -2.489 -1.183 1.833
H12 0.480 -2.661 3.123
H13 1.575 -1.383 2.651
H14 0.184 -4.533 1.932
H15 0.813 -6.084 0.141
H16 2.184 -5.264 -1.770
H17 2.940 -2.898 -1.780
C17 -5.355 4.605 3.380
C18 -4.310 5.430 2.613
C19 -4.964 6.055 1.371
C20 -3.833 6.562 3.525
C21 -3.164 4.518 2.177
C22 -3.417 3.444 1.336
C23 -2.363 2.645 0.968
Br1 -2.757 1.115 -0.186
C24 -1.013 2.805 1.334
O5 -0.077 1.982 0.921
C25 -0.766 3.907 2.194
C26 -1.844 4.701 2.580
C27 0.619 4.295 2.757
C28 0.563 4.190 4.292
C29 1.806 3.445 2.286
C30 0.931 5.746 2.355
H18 -6.195 5.240 3.669
H19 -4.915 4.181 4.285
H20 -5.742 3.784 2.774
H21 -5.756 6.744 1.672
H22 -5.405 5.293 0.725
H23 -4.227 6.611 0.789
H24 -4.688 7.181 3.803
H25 -3.105 7.203 3.023
H26 -3.390 6.174 4.445
H27 -4.412 3.226 0.968
H28 -1.633 5.529 3.242
H29 0.250 3.187 4.595
H30 -0.132 4.912 4.723
H31 1.555 4.380 4.710
H32 1.718 2.405 2.592
H33 2.717 3.854 2.730
H34 1.913 3.469 1.202
H35 0.168 6.446 2.697
H36 1.010 5.830 1.269
H37 1.887 6.047 2.793
O6 2.531 -1.136 -0.165
C31 3.057 -0.220 0.722
O7 2.407 0.266 1.597
C32 4.475 0.169 0.404
C33 5.397 -0.107 1.614
Ge1 4.851 0.602 3.393
C34 3.529 -0.526 4.322
C35 2.431 -0.026 5.015
C36 1.679 -0.852 5.845
C37 2.004 -2.195 5.971
C38 3.079 -2.713 5.259
C39 3.841 -1.881 4.451
C40 4.469 2.518 3.338
C41 3.941 3.169 4.455
C42 3.781 4.548 4.465
C43 4.148 5.299 3.357
C44 4.678 4.667 2.241
C45 4.841 3.288 2.237
C46 6.382 0.293 4.598
C47 7.595 -0.254 4.189
C48 8.588 -0.562 5.112
C49 8.379 -0.322 6.461
C50 7.179 0.237 6.886
C51 6.192 0.537 5.960
H38 4.475 1.235 0.178
H39 4.822 -0.380 -0.468
H40 6.381 0.313 1.396
H41 5.538 -1.185 1.730
H42 2.150 1.016 4.900
H43 0.846 -0.440 6.403
H44 1.427 -2.835 6.627
H45 3.337 -3.762 5.348
H46 4.702 -2.289 3.931
H47 3.661 2.597 5.332
H48 3.376 5.037 5.343
H49 4.031 6.375 3.367
H50 4.973 5.249 1.377
H51 5.284 2.814 1.368
H52 7.774 -0.448 3.136
H53 9.523 -0.994 4.777
H54 9.147 -0.572 7.183
H55 7.011 0.430 7.938
H56 5.252 0.957 6.305

Atomic forces in eV per Å
Pb 0.5 0.0 0.3
O 0.0 -0.1 -0.4
C -0.1 0.1 0.5
O 0.1 0.0 0.1
C 0.1 0.1 -0.2
C -0.1 -0.1 0.0
C 0.0 0.0 -0.1
C 0.1 0.1 0.0
C -0.1 0.0 0.0
N 0.0 0.1 0.3
C 0.1 0.1 0.0
O 0.2 0.2 0.1
O -0.1 -0.2 0.0
H 0.0 0.0 0.2
H 0.0 0.0 0.0
H 0.0 0.0 0.0
H 0.0 0.0 0.0
H -0.1 -0.1 -0.1
C -0.1 0.1 0.0
N 0.1 -0.1 0.0
C 0.1 0.1 -0.1
C 0.1 0.1 -0.1
C -0.1 0.2 0.1
C 0.0 -0.1 -0.1
C 0.0 -0.1 0.0
C -0.1 0.0 0.1
C 0.1 0.1 0.0
C 0.0 -0.2 0.0
H 0.0 0.0 -0.1
H 0.0 0.0 0.0
H -0.1 0.0 0.0
H 0.0 0.0 0.0
H 0.0 -0.1 0.0
H 0.0 0.0 0.0
H 0.0 0.0 0.0
H 0.0 0.0 0.1
H 0.0 0.0 0.0
H 0.0 0.1 0.0
H 0.0 0.0 0.0
H 0.0 0.0 0.0
C 0.1 0.1 0.0
C -0.1 0.0 0.0
C 0.0 0.0 0.1
C 0.0 -0.1 -0.1
C 0.0 0.1 0.1
C -0.1 -0.1 -0.1
C 0.2 -0.4 -0.2
Br -0.6 0.5 0.2
C -0.4 0.3 0.1
O 0.2 -0.4 -0.4
C 0.2 -0.1 -0.1
C -0.1 0.0 0.0
C -0.1 -0.1 -0.1
C 0.0 0.1 0.0
C -0.3 0.1 0.0
C 0.0 0.0 0.1
H 0.0 0.0 0.0
H 0.0 0.0 0.0
H 0.0 0.0 0.0
H 0.0 0.0 0.0
H 0.0 0.0 0.0
H 0.0 0.0 0.0
H 0.0 0.0 0.0
H 0.0 0.0 0.0
H 0.0 0.0 0.0
H 0.0 0.0 0.1
H 0.0 0.0 0.0
H 0.0 0.0 0.0
H 0.0 0.0 0.0
H -0.4 0.0 -0.1
H -0.1 0.0 0.0
H -1.4 -0.3 -0.6
H -0.1 0.0 -0.1
H 0.0 0.0 0.0
H 0.0 0.0 0.0
H -0.2 0.0 -0.1
O 0.1 0.1 -0.1
C 0.3 -0.1 -0.2
O -0.2 0.1 0.0
C 0.1 -0.2 0.3
C -0.3 0.1 0.1
Ge 0.4 -0.1 0.2
C 0.1 0.2 -0.2
C 0.0 0.0 -0.1
C 0.0 0.0 0.0
C 0.0 0.0 0.0
C 0.0 0.0 -0.1
C -0.1 0.0 0.0
C 0.2 -0.2 0.2
C 0.4 0.0 0.1
C 0.6 0.1 0.2
C 0.5 0.1 0.2
C 0.4 0.1 0.1
C 0.3 0.0 0.1
C -0.1 0.0 -0.1
C -0.1 0.0 -0.1
C 0.0 0.0 0.0
C 0.0 0.0 0.0
C 0.0 0.0 0.0
C 0.0 0.0 0.0
H -0.1 0.0 -0.1
H 0.0 0.0 -0.1
H 0.0 0.0 0.0
H 0.0 0.0 0.0
H 0.0 0.0 0.1
H 0.0 0.0 0.0
H 0.0 0.0 0.0
H 0.0 0.0 0.0
H 0.0 0.0 0.1
H 0.0 0.1 0.0
H 0.1 0.0 0.0
H 0.0 0.0 0.0
H 0.0 0.0 0.0
H 0.0 0.0 0.0
H 0.0 0.0 0.0
H 0.0 0.0 0.0
H 0.0 0.0 0.0
H 0.0 0.0 0.0
H 0.0 0.0 0.0

Kohn-Sham gap in Ha: 0.2449
ΔE to the lowest compared entry with this formula, charge and spin in kJ/mol: 108.50
HOMO level in Eh: -0.3555
E_tot in eV: -202911.15616
Net charge: +1
Maximum force in eV Å⁻¹: 1.51